No. 1
Formula: C34H33IrN8O4S3
Source: OMol25
Level of theory: ωB97M-V/def2-TZVPD

Last column: Löwdin charge in e.
Positions of all 83 atoms, in Å:
Ir: -0.225 -0.676 -0.411  1.38
C: 0.161 3.331 1.276  0.00
C: 0.413 1.857 1.126  -0.20
N: -0.529 1.078 0.643  -0.09
N: -1.755 1.733 0.544  -0.04
C: -2.685 1.101 -0.043  -1.04
S: -2.472 -0.464 -0.749  0.72
S: -4.260 1.888 -0.199  0.92
C: -5.305 0.602 0.596  -0.41
C: -5.256 0.678 2.093  -0.30
C: -6.252 1.331 2.809  -0.04
C: -6.168 1.443 4.189  -0.07
C: -5.081 0.910 4.866  -0.08
C: -4.084 0.251 4.159  -0.07
C: -4.172 0.136 2.780  -0.06
C: 1.682 1.340 1.589  -0.10
C: 2.558 2.172 2.323  -0.02
C: 3.698 1.679 2.901  -0.06
C: 4.014 0.322 2.747  -0.05
C: 3.195 -0.505 2.025  -0.01
C: 2.021 -0.007 1.442  -0.30
O: 1.280 -0.885 0.791  -0.23
H: -0.660 3.653 0.650  0.07
H: 1.066 3.873 1.011  0.09
H: -0.097 3.570 2.310  0.11
H: -4.955 -0.364 0.236  0.04
H: -6.305 0.777 0.204  0.08
H: -7.099 1.757 2.282  0.12
H: -6.954 1.948 4.737  0.11
H: -5.007 1.014 5.941  0.11
H: -3.236 -0.172 4.683  0.10
H: -3.384 -0.369 2.230  0.08
H: 2.313 3.214 2.462  0.11
H: 4.337 2.327 3.484  0.11
H: 4.912 -0.077 3.201  0.11
H: 3.417 -1.554 1.884  0.13
N: 7.319 1.182 -0.091  0.12
C: 6.158 0.742 -0.667  -0.31
C: 5.408 1.592 -1.494  -0.02
C: 4.222 1.167 -2.049  -0.05
C: 3.755 -0.121 -1.780  -0.29
C: 4.488 -0.972 -0.962  -0.07
C: 5.685 -0.550 -0.421  -0.03
S: 2.209 -0.672 -2.371  0.65
O: 2.121 -0.536 -3.795  -0.27
O: 2.004 -1.976 -1.791  -0.33
N: 1.016 0.311 -1.668  -0.22
C: 0.536 1.403 -2.432  -0.46
N: 1.413 2.057 -3.191  0.12
C: 0.953 3.110 -3.856  -0.09
C: -0.361 3.539 -3.762  -0.03
C: -1.180 2.789 -2.943  -0.10
N: -0.745 1.714 -2.287  0.09
H: 7.733 2.042 -0.400  0.10
H: 7.925 0.528 0.367  0.10
H: 5.770 2.594 -1.693  0.11
H: 3.649 1.817 -2.692  0.09
H: 4.118 -1.969 -0.767  0.11
H: 6.262 -1.220 0.207  0.12
H: 1.672 3.632 -4.478  0.12
H: -0.722 4.406 -4.296  0.11
H: -2.228 3.038 -2.806  0.11
C: -2.819 -3.112 2.309  0.03
C: -1.684 -2.959 1.348  -0.50
O: -1.039 -1.898 1.298  -0.12
N: -1.393 -3.988 0.549  0.12
C: -0.260 -3.932 -0.363  -0.09
C: -0.655 -3.439 -1.726  -0.24
C: -1.043 -4.312 -2.723  0.01
C: -1.318 -3.829 -3.992  -0.02
C: -1.186 -2.475 -4.229  -0.01
C: -0.831 -1.647 -3.184  -0.14
N: -0.589 -2.113 -1.950  -0.12
H: -2.631 -2.495 3.183  0.09
H: -2.978 -4.146 2.610  0.09
H: -3.723 -2.737 1.821  0.10
H: -1.993 -4.796 0.553  0.16
H: 0.194 -4.918 -0.434  0.14
H: 0.481 -3.255 0.057  0.11
H: -1.106 -5.370 -2.506  0.13
H: -1.619 -4.503 -4.783  0.12
H: -1.355 -2.050 -5.208  0.13
H: -0.756 -0.581 -3.321  0.09

Computed properties:
⟨S²⟩ = 0.756
HOMO (alpha / beta) = -10.20 / -10.20 eV
Kohn-Sham gap (alpha / beta) = 7.380 / 5.623 eV
molar mass = 906.108 g mol⁻¹
DFT total energy = -91244.214 eV
ΔE to the lowest compared entry with this formula, charge and spin = 145.2 kJ/mol
net charge = +1
multiplicity = 2

No. 2
Formula: C34H33N7PdS2
Source: OMol25
Level of theory: ωB97M-V/def2-TZVPD

Last column: Löwdin charge in e.
Positions of all 77 atoms, in Å:
Pd: -0.690 -2.535 0.081  0.73
C: -1.188 -2.972 2.923  -0.08
N: -0.935 -3.798 1.717  -0.13
C: 0.285 -4.647 1.779  -0.08
C: 0.700 -4.931 0.371  -0.29
N: 0.406 -4.094 -0.607  0.01
C: 0.968 -4.622 -1.769  -0.19
C: 0.944 -4.182 -3.091  -0.02
C: 1.598 -4.957 -4.023  -0.05
C: 2.261 -6.144 -3.666  -0.05
C: 2.283 -6.595 -2.365  0.01
C: 1.621 -5.808 -1.429  -0.16
N: 1.426 -5.971 -0.062  0.20
C: -1.846 -1.699 2.487  -0.29
N: -1.829 -1.301 1.232  0.02
C: -2.470 -0.064 1.194  -0.20
C: -2.772 0.785 0.131  -0.02
C: -3.437 1.957 0.429  -0.06
C: -3.804 2.284 1.745  -0.05
C: -3.529 1.440 2.802  0.01
C: -2.857 0.262 2.495  -0.17
N: -2.446 -0.804 3.290  0.20
H: -1.793 -3.505 3.659  0.15
H: -0.227 -2.731 3.382  0.13
H: -1.741 -4.392 1.536  0.15
H: 1.069 -4.060 2.262  0.13
H: 0.124 -5.557 2.359  0.14
H: 0.433 -3.274 -3.375  0.08
H: 1.602 -4.649 -5.059  0.12
H: 2.760 -6.719 -4.434  0.12
H: 2.785 -7.512 -2.090  0.12
H: 1.762 -6.737 0.500  0.18
H: -2.512 0.529 -0.886  0.07
H: -3.692 2.635 -0.376  0.11
H: -4.331 3.209 1.931  0.12
H: -3.833 1.681 3.812  0.12
H: -2.603 -0.905 4.280  0.18
S: 1.582 -0.999 1.199  0.72
C: 0.860 0.320 0.486  -0.73
N: 0.640 1.488 1.070  -0.08
C: 0.355 2.675 0.260  -0.07
C: 1.143 2.563 -1.019  -0.06
N: 0.722 1.331 -1.701  -0.06
C: 0.479 1.442 -3.159  -0.09
C: -0.773 2.234 -3.443  -0.22
C: -0.692 3.592 -3.737  -0.04
C: -1.844 4.335 -3.955  -0.05
C: -3.086 3.722 -3.885  -0.06
C: -3.174 2.362 -3.615  -0.07
C: -2.023 1.620 -3.398  -0.06
C: 0.467 0.264 -0.987  -0.60
S: -0.281 -1.098 -1.678  0.75
C: 0.827 1.720 2.509  -0.11
C: 2.021 2.600 2.784  -0.23
C: 1.857 3.819 3.430  -0.04
C: 2.954 4.636 3.673  -0.06
C: 4.216 4.240 3.261  -0.06
C: 4.385 3.023 2.611  -0.06
C: 3.293 2.204 2.375  -0.04
H: 0.681 3.546 0.827  0.14
H: -0.716 2.757 0.060  0.13
H: 2.218 2.535 -0.823  0.15
H: 0.920 3.397 -1.678  0.13
H: 0.431 0.439 -3.574  0.10
H: 1.356 1.940 -3.572  0.14
H: 0.278 4.071 -3.824  0.12
H: -1.770 5.387 -4.193  0.12
H: -3.984 4.297 -4.066  0.11
H: -4.141 1.875 -3.597  0.11
H: -2.092 0.553 -3.227  0.08
H: 0.927 0.747 2.985  0.09
H: -0.087 2.201 2.868  0.13
H: 0.870 4.132 3.752  0.12
H: 2.820 5.581 4.181  0.11
H: 5.071 4.875 3.449  0.11
H: 5.372 2.709 2.298  0.11
H: 3.428 1.246 1.884  0.09

Computed properties:
HOMO = -13.39 eV
Kohn-Sham gap = 7.564 eV
molar mass = 710.241 g mol⁻¹
DFT total energy = -71364.948 eV
ΔE to the lowest compared entry with this formula, charge and spin = 0.0 kJ/mol
net charge = +2

No. 3
Formula: C34H33O6
Source: OMol25
Level of theory: ωB97M-V/def2-TZVPD

Last column: Löwdin charge in e.
Positions of all 73 atoms, in Å:
C: -5.312 -2.805 2.627  -0.09
C: -3.913 -3.255 2.290  -0.25
O: -3.085 -2.102 2.037  -0.05
C: -1.823 -2.427 1.646  -0.49
C: -1.040 -1.186 1.415  -0.18
C: -1.688 0.078 1.765  -0.11
C: 0.392 -1.278 1.725  -0.49
O: 1.164 -0.300 1.766  0.00
O: 0.809 -2.536 1.965  -0.03
C: 2.187 -2.680 2.381  -0.23
C: 2.550 -4.138 2.302  -0.09
O: -1.473 -3.587 1.501  0.03
H: -5.929 -3.697 2.740  0.07
H: -5.345 -2.248 3.567  0.07
H: -5.734 -2.207 1.815  0.07
H: -3.486 -3.845 3.118  0.12
H: -3.931 -3.872 1.382  0.12
H: -0.941 0.878 1.714  0.07
H: -2.517 0.311 1.081  0.06
H: -2.094 0.040 2.797  0.08
H: 2.833 -2.096 1.706  0.11
H: 2.300 -2.311 3.415  0.13
H: 3.572 -4.249 2.661  0.07
H: 1.909 -4.760 2.928  0.08
H: 2.519 -4.495 1.272  0.07
C: 0.547 -5.032 -4.018  -0.08
O: -0.310 -4.040 -4.616  -0.10
C: -0.677 -2.983 -3.842  -0.26
C: -1.494 -1.980 -4.423  -0.02
C: -1.863 -0.879 -3.690  -0.03
C: -1.370 -0.676 -2.364  -0.22
C: -1.678 0.510 -1.631  0.05
C: -0.708 1.358 -1.066  -0.20
C: -1.109 2.616 -0.502  0.02
C: -0.216 3.562 -0.061  -0.08
C: -0.662 4.812 0.577  -0.16
C: -1.846 4.807 1.343  -0.03
C: -2.283 5.959 2.002  -0.09
C: -1.578 7.162 1.861  -0.11
C: -0.430 7.195 1.058  -0.09
C: 0.024 6.032 0.435  -0.03
C: 1.247 3.303 -0.180  -0.26
O: 2.094 4.165 0.105  0.03
C: 1.647 1.960 -0.671  -0.07
C: 3.069 1.577 -0.663  -0.15
C: 3.403 0.234 -0.406  -0.03
C: 4.725 -0.213 -0.456  -0.09
C: 5.751 0.681 -0.784  -0.11
C: 5.439 2.024 -1.027  -0.09
C: 4.119 2.470 -0.948  -0.03
C: 0.691 1.085 -1.118  0.04
C: -0.549 -1.682 -1.807  -0.02
C: -0.231 -2.831 -2.500  0.01
H: 0.671 -5.786 -4.794  0.08
H: 1.524 -4.607 -3.740  0.10
H: 0.084 -5.479 -3.124  0.10
H: -1.838 -2.130 -5.448  0.11
H: -2.486 -0.104 -4.131  0.11
H: -2.704 0.899 -1.682  0.13
H: -2.176 2.834 -0.489  0.12
H: -2.395 3.871 1.445  0.11
H: -3.175 5.910 2.625  0.10
H: -1.921 8.068 2.365  0.09
H: 0.123 8.122 0.918  0.10
H: 0.933 6.061 -0.157  0.10
H: 2.603 -0.445 -0.117  0.09
H: 4.935 -1.260 -0.244  0.09
H: 6.783 0.335 -0.851  0.09
H: 6.219 2.736 -1.283  0.09
H: 3.879 3.517 -1.106  0.10
H: 1.026 0.164 -1.601  0.12
H: -0.157 -1.547 -0.791  0.10
H: 0.395 -3.586 -2.022  0.11

Computed properties:
HOMO = -3.44 eV
Kohn-Sham gap = 5.006 eV
molar mass = 537.632 g mol⁻¹
DFT total energy = -48079.013 eV
net charge = -1

Which of these has the lowest molar mass? C34H33O6